17
Properties=species:S:1:pos:R:3:forces:R:3 method="wB97M-V/def2-TZVPD" de_lowest_kcal_mol=127.8 charge=+1 smiles="CC1=C(C[NH3+])ONO1"
C -1.004 0.567 -0.040 -0.51 -2.20 1.28
C -0.054 -0.255 0.467 -2.94 -1.25 0.05
C -1.092 2.019 -0.355 -0.76 1.35 0.24
C 1.406 -0.302 0.641 -1.25 1.82 -0.56
N -2.052 -1.552 0.270 2.01 -0.15 -0.71
N 1.863 -0.940 -0.630 3.83 2.11 -0.70
O -2.249 -0.193 -0.101 1.03 1.70 0.12
O -0.600 -1.597 0.616 -0.18 1.01 0.07
H -1.995 2.214 -0.994 0.52 -0.28 0.93
H -0.288 2.418 -1.008 -0.06 -0.51 0.73
H -1.154 2.648 0.623 0.03 -1.08 -1.81
H 1.738 -0.861 1.477 0.15 -0.72 0.72
H 1.826 0.723 0.720 -0.20 -0.68 -0.27
H -2.570 -1.817 1.131 0.55 1.22 -0.01
H 2.170 -1.888 -0.589 -0.84 -1.47 0.09
H 2.815 -0.501 -0.827 -1.36 -0.30 -0.22
H 1.240 -0.684 -1.402 -0.03 -0.57 0.05

---

9
Properties=species:S:1:pos:R:3:forces:R:3 method="wB97M-V/def2-TZVPD" de_lowest_kcal_mol=41.5 charge=0
C -0.286 -0.436 -0.701 0.01 0.28 -1.64
C 0.316 0.358 -1.581 2.02 1.36 2.71
C -0.080 -0.255 0.665 -2.23 -1.40 2.82
O -0.626 -0.473 3.168 0.60 1.00 2.42
S 1.518 1.457 -0.883 -0.81 -0.14 1.09
S 0.879 1.055 1.168 1.02 0.41 -1.31
S -1.044 -1.050 1.912 1.09 0.18 -4.08
H -0.936 -1.122 -1.142 -1.25 -1.34 0.04
H 0.259 0.465 -2.605 -0.44 -0.35 -2.05

---

96
Properties=species:S:1:pos:R:3:forces:R:3 method="wB97M-V/def2-TZVPD" charge=+1
C 7.624 3.129 1.240 0.43 0.13 -0.31
C 8.403 2.256 0.050 -1.24 -0.15 0.63
C 7.327 1.083 -0.441 0.55 -0.23 0.51
C 7.688 -0.360 0.313 0.16 0.91 0.09
C 6.343 -1.262 0.650 1.12 -0.54 -1.10
C 6.193 -2.394 -0.568 -0.56 0.34 0.68
C 4.788 -3.258 -0.439 -0.82 0.44 -0.60
C 3.578 -2.582 -1.365 0.73 0.34 0.20
C 3.947 -2.506 -2.966 -0.45 0.59 -0.78
C 2.638 -2.812 -3.954 -0.09 1.29 0.39
C 1.878 -1.370 -4.264 -0.29 -0.24 0.01
C 1.110 -0.770 -2.914 0.75 0.50 -1.34
C 0.335 0.598 -3.379 1.28 -0.10 -0.01
C -0.442 1.405 -2.186 -0.15 -0.14 -2.19
C -1.879 0.706 -1.715 -1.20 1.57 2.88
P -2.890 -0.148 -3.083 -0.48 -0.04 -2.94
O -4.523 -0.577 -2.662 2.20 0.06 -0.13
O -2.028 -1.593 -3.546 -3.03 1.02 2.11
S -3.065 1.159 -4.567 0.28 -1.21 1.19
C -2.694 2.073 -1.200 0.87 -1.10 1.72
C -3.615 1.494 0.073 -4.09 0.14 -3.01
C -4.475 2.541 0.972 -0.06 0.89 0.60
C -3.652 3.687 1.788 -0.82 1.26 0.44
C -2.810 4.755 0.842 0.34 -0.33 1.24
N -2.993 0.242 0.728 3.25 0.47 -1.43
C -2.236 0.583 2.029 0.19 0.19 3.11
C -3.162 0.528 3.375 0.79 0.48 1.11
C -2.603 -0.710 4.317 -0.01 -0.13 -0.70
O -3.336 -0.868 5.594 -0.10 -0.12 -2.34
C -3.733 -1.069 0.653 -1.72 -2.76 1.60
C -5.293 -1.063 1.133 -1.59 -0.04 -0.16
C -5.607 -1.958 2.488 1.04 -1.99 -0.80
S -7.045 -1.287 3.518 -7.56 3.10 -0.68
O -7.189 0.252 3.481 2.21 -4.54 0.27
O -8.400 -1.871 2.979 6.02 0.98 2.00
O -6.918 -1.708 5.199 0.47 1.66 -2.01
C -1.782 -0.003 -0.202 5.03 1.70 -1.09
N -1.106 -1.355 -0.180 0.14 0.62 0.24
H 6.523 3.348 0.887 2.20 -0.36 0.74
H 7.583 2.537 2.265 0.10 1.16 -2.21
H 8.174 4.156 1.422 -1.13 -2.10 -0.27
H 9.351 1.742 0.515 -1.76 1.11 -1.11
H 8.693 2.955 -0.848 -0.52 -1.38 1.87
H 6.244 1.394 -0.088 2.15 -0.52 -0.95
H 7.378 0.979 -1.611 -0.29 0.09 2.32
H 8.458 -0.919 -0.398 -1.66 0.91 1.73
H 8.249 -0.054 1.321 -1.22 -0.84 -2.15
H 5.432 -0.523 0.693 1.60 -1.65 -0.01
H 6.476 -1.857 1.649 -0.36 1.32 -1.78
H 7.075 -3.172 -0.492 -1.60 1.82 -0.19
H 6.264 -1.785 -1.588 -0.22 -1.60 2.04
H 4.959 -4.360 -0.799 -0.33 2.08 0.75
H 4.362 -3.270 0.674 1.23 -0.04 -2.27
H 2.562 -3.155 -1.256 1.95 0.97 -0.01
H 3.435 -1.481 -0.927 0.18 -2.32 -1.03
H 4.822 -3.208 -3.296 -1.63 1.17 0.99
H 4.289 -1.397 -3.247 -0.59 -2.41 0.68
H 2.990 -3.270 -4.973 -0.73 0.76 2.05
H 1.849 -3.505 -3.410 1.74 1.18 -1.21
H 2.667 -0.570 -4.667 -1.71 -1.75 0.92
H 1.058 -1.520 -5.110 1.68 0.30 1.76
H 1.954 -0.455 -2.166 -1.74 -0.83 -1.06
H 0.394 -1.609 -2.519 1.35 1.73 -0.58
H 1.185 1.336 -3.778 -1.85 -1.55 0.87
H -0.314 0.328 -4.313 0.89 0.79 1.99
H -0.745 2.465 -2.644 0.57 -2.42 0.98
H 0.280 1.636 -1.296 -1.52 -0.78 -1.37
H -5.161 -0.364 -3.408 1.49 -0.05 0.85
H -2.529 -2.408 -3.205 1.03 1.55 -0.66
H -1.810 2.698 -0.757 -2.00 -0.78 -1.00
H -3.315 2.642 -2.030 1.27 -1.34 1.92
H -4.480 0.971 -0.566 1.67 1.00 1.36
H -5.199 3.121 0.219 1.74 -1.40 1.45
H -5.204 2.032 1.753 1.59 0.69 -1.74
H -4.483 4.362 2.321 1.68 -1.65 -1.13
H -3.004 3.276 2.703 -1.28 0.83 -2.25
H -1.720 4.331 0.685 -2.24 1.02 -0.08
H -3.373 5.019 -0.150 1.20 -0.70 1.86
H -2.699 5.737 1.474 -0.16 -1.86 -1.34
H -1.327 -0.167 2.220 -2.15 1.39 -0.79
H -1.744 1.656 1.998 -1.32 -2.23 -0.65
H -4.317 0.522 3.200 2.17 -0.22 0.20
H -2.935 1.520 3.999 -0.62 -2.18 -1.39
H -1.449 -0.487 4.519 -2.69 -0.46 0.03
H -2.601 -1.720 3.680 -0.13 1.93 1.31
H -4.278 -1.186 5.424 1.83 0.58 0.09
H -3.709 -1.594 -0.407 0.27 1.78 2.10
H -3.166 -1.816 1.392 -1.08 1.72 -1.69
H -5.775 -0.014 1.305 1.18 -1.78 -0.44
H -5.940 -1.574 0.268 1.51 1.25 1.93
H -5.978 -3.023 2.097 0.54 2.38 1.24
H -4.667 -2.175 3.150 -1.84 0.75 -1.04
H -7.114 -0.854 5.724 0.32 -1.49 -1.40
H -0.911 0.676 0.254 -2.38 -0.77 -0.92
H -0.093 -1.143 -0.430 -1.72 -0.44 0.15
H -1.042 -1.770 0.774 -0.21 0.61 -0.89

---

16
Properties=species:S:1:pos:R:3:forces:R:3 method="wB97M-V/def2-TZVPD" de_lowest_kcal_mol=21.9 charge=-2 spin_multiplicity=2
C 0.196 -0.557 -0.215 -0.33 0.82 -0.90
N -1.062 0.152 -0.338 -0.02 -0.04 0.47
C -2.115 -0.683 -0.324 0.02 -0.27 0.17
O -2.347 -1.554 1.026 -0.11 0.22 -0.33
C 1.406 0.318 -0.562 -0.15 -0.05 0.98
C 1.711 1.416 0.451 1.36 0.99 -0.91
H 0.298 -0.963 0.794 0.33 -0.26 0.06
H 0.221 -1.388 -0.952 -0.04 -0.46 0.13
H -2.377 -0.811 1.640 0.18 -0.07 0.25
H -3.070 -0.164 -0.348 -0.25 0.29 -0.39
H -2.130 -1.536 -1.050 0.14 -0.20 0.13
H 1.296 0.763 -1.550 -0.21 -0.02 -0.13
H 2.291 -0.322 -0.590 0.17 -0.13 -0.16
H 0.926 2.146 0.608 -0.50 -0.32 0.37
H 2.242 1.098 1.350 -0.60 -0.34 0.40
H 2.514 2.085 0.060 -0.01 -0.15 -0.15

---

Number 1: molar mass 117.13 g mol⁻¹, total energy -417.37773 Eh. Number 2: molar mass 150.25 g mol⁻¹, total energy -1385.25044 Eh. Number 3: molar mass 601.88 g mol⁻¹, total energy -2761.51086 Eh. Number 4: molar mass 88.13 g mol⁻¹, total energy -288.18918 Eh.